# 1
C4H4N4 | ωB97M-V with the def2-TZVPD basis set

Geometry as XYZ:
```
12
Properties=species:S:1:pos:R:3:nbo_charge:R:1
C 0.451 -0.479 -1.985 0.41
C -0.135 0.496 1.400 -0.28
C 1.397 1.689 0.217 0.27
C -0.354 -0.312 0.260 0.44
N 0.631 -0.863 -3.057 -0.41
N 0.752 1.458 1.206 -0.29
N 0.340 0.025 -0.805 -0.62
N -1.202 -1.372 0.292 -0.79
H -0.609 0.370 2.353 0.21
H 1.984 2.311 -0.394 0.24
H -1.811 -1.489 1.083 0.40
H -1.444 -1.834 -0.569 0.41
```

Energy   -373.7472 hartree
Orbital gap   8.5 eV
Maximum force   2.8 eV/Å
Energy relative to the best compared isomer or geometry (same formula, charge and spin)   2.660 eV

=====

# 2
C4H4N4 | ωB97M-V with the def2-TZVPD basis set

Geometry as XYZ:
```
12
Properties=species:S:1:pos:R:3:nbo_charge:R:1
C 0.030 1.320 1.628 -0.05
C -0.873 1.213 0.582 -0.16
N -0.296 0.158 -0.251 -0.22
N -0.139 -0.312 -1.529 -0.38
C 0.556 -1.434 -1.335 0.21
N 1.345 -1.338 -0.289 -0.44
C 0.907 -0.230 0.327 0.43
N 0.965 0.297 1.543 -0.47
H -0.086 1.842 2.697 0.23
H -1.940 1.555 0.597 0.24
H -1.092 -0.657 -1.942 0.39
H 0.623 -2.412 -2.029 0.23
```

Energy   -373.7269 hartree
SMILES string   c1cn2[nH]cnc2n1
Orbital gap   9.1 eV
Maximum force   7.5 eV/Å
Energy relative to the best compared isomer or geometry (same formula, charge and spin)   3.212 eV

=====

# 3
C4H4N4 | ωB97M-V with the def2-TZVPD basis set

Geometry as XYZ:
```
12
Properties=species:S:1:pos:R:3:nbo_charge:R:1
C -0.296 -0.901 -1.621 0.22
N 0.954 -1.078 -1.208 -0.32
N 1.502 -0.648 -0.054 -0.17
C 0.651 0.109 0.517 0.14
C -0.661 0.468 0.009 0.37
N -1.191 -0.054 -1.125 -0.48
N -0.918 1.229 1.110 -0.59
C 0.192 0.733 1.936 -0.23
H -0.519 -1.611 -2.444 0.20
H -1.912 1.638 1.258 0.42
H 0.712 1.546 2.487 0.22
H -0.029 -0.174 2.589 0.22
```

Energy   -373.7288 hartree
SMILES string   c1nnc2c(n1)NC2
Orbital gap   9.5 eV
Maximum force   4.9 eV/Å
Energy relative to the best compared isomer or geometry (same formula, charge and spin)   3.158 eV

=====

# 4
C4H4N4O | ωB97M-V with the def2-TZVPD basis set

Geometry as XYZ:
```
13
Properties=species:S:1:pos:R:3:nbo_charge:R:1
O 2.264 -1.489 0.061 -0.50
C 2.193 -0.311 -0.245 0.45
C 1.270 0.633 0.521 -0.55
C -0.137 0.253 0.206 0.34
N -0.474 0.255 -1.079 -0.20
N -1.707 -0.097 -1.378 -0.17
C -2.499 -0.405 -0.363 0.15
N -2.175 -0.398 0.920 -0.17
N -0.940 -0.046 1.221 -0.18
H 2.826 0.099 -1.041 0.13
H 1.457 0.527 1.577 0.26
H 1.428 1.657 0.203 0.24
H -3.507 -0.679 -0.604 0.20
```

Energy   -448.9976 hartree
SMILES string   O=CCc1nncnn1
Orbital gap   8.8 eV
Maximum force   1.8 eV/Å
Energy relative to the best compared isomer or geometry (same formula, charge and spin)   2.664 eV

=====

# 5
C4H4N6O2 | ωB97M-V with the def2-TZVPD basis set

Geometry as XYZ:
```
16
Properties=species:S:1:pos:R:3:nbo_charge:R:1
N 1.831 -1.703 -1.582 -0.76
C 0.902 -0.879 -1.058 0.59
N 1.365 -0.115 -0.101 -0.57
C 0.483 0.542 0.601 0.48
N 0.963 1.372 1.554 -0.74
C -0.859 0.426 0.327 -0.12
C -1.248 -0.431 -0.669 0.31
N -2.536 -0.483 -0.801 -0.13
O -3.039 0.425 0.168 -0.15
N -1.914 0.920 0.854 0.44
O -1.904 1.562 1.880 -0.41
N -0.346 -1.074 -1.398 -0.56
H 1.386 -2.521 -1.927 0.40
H 2.631 -1.763 -0.999 0.40
H 0.344 2.145 1.776 0.41
H 1.940 1.578 1.375 0.41
```

Energy   -633.7200 hartree
SMILES string   Nc1nc(N)c2c(no[n+]2[O-])n1
Orbital gap   8.1 eV
Maximum force   3.1 eV/Å
Energy relative to the best compared isomer or geometry (same formula, charge and spin)   1.212 eV

=====

# 6
C4H4NO | ωB97M-V with the def2-TZVPD basis set

Geometry as XYZ:
```
10
Properties=species:S:1:pos:R:3:nbo_charge:R:1
O 1.780 1.031 1.219 -0.55
N 0.989 0.438 0.431 0.11
C -0.465 0.491 0.849 -0.34
C -0.475 -0.971 0.296 -0.25
C 1.056 -0.721 -0.300 -0.22
C -0.290 -0.716 -1.140 -0.49
H -0.950 1.164 0.130 0.18
H -0.654 0.551 1.971 0.21
H -0.582 -1.530 -1.751 0.20
H -0.408 0.264 -1.706 0.16
```

Energy   -284.5727 hartree
SMILES string   [O-]N1CC2=C1C2
Orbital gap   7.2 eV
Charge   -1
Maximum force   3.3 eV/Å
Energy relative to the best compared isomer or geometry (same formula, charge and spin)   2.931 eV

=====

# 7
C4H4NO2P | ωB97M-V with the def2-TZVPD basis set

Geometry as XYZ:
```
12
Properties=species:S:1:pos:R:3:nbo_charge:R:1
O -1.277 -1.413 3.999 -0.47
C -0.858 -1.108 2.930 0.64
C -1.099 -1.803 1.624 -0.24
C -0.784 -0.957 0.662 -0.27
C -0.149 0.207 1.342 0.59
O 0.377 1.216 0.600 -0.72
P 0.742 1.324 -1.216 0.62
N -0.178 0.102 2.622 -0.55
H -1.425 -2.805 1.693 0.23
H -1.038 -0.794 -0.414 0.23
H 1.499 2.590 -1.198 0.00
H -0.477 1.856 -1.641 -0.05
```

Energy   -701.3357 hartree
SMILES string   O=C1C=CC(OP)=N1
Orbital gap   9.2 eV
Maximum force   2.4 eV/Å
Energy relative to the best compared isomer or geometry (same formula, charge and spin)   1.118 eV

=====

# 8
C4H4NO3 | ωB97M-V with the def2-TZVPD basis set

Geometry as XYZ:
```
12
Properties=species:S:1:pos:R:3:nbo_charge:R:1
O -2.684 -1.093 0.160 -0.61
C -1.670 -0.547 -0.201 0.38
C -1.353 0.722 0.153 -0.34
C -0.110 1.195 0.126 -0.15
C 1.110 0.342 0.046 0.43
O 2.281 0.789 0.044 -0.80
N 0.800 -0.992 0.122 -0.31
O 1.885 -1.784 0.060 -0.59
H -1.003 -0.997 -0.891 0.15
H -2.202 1.392 0.321 0.20
H 0.223 2.245 0.362 0.20
H 2.722 -1.273 -0.300 0.45
```

Energy   -435.2489 hartree
SMILES string   O=C/C=C\C([O-])=N\O
Orbital gap (alpha / beta)   7.2 / 7.2 eV
Charge   -1
Maximum force   4.9 eV/Å
Energy relative to the best compared isomer or geometry (same formula, charge and spin)   3.118 eV

=====

# 9
C4H4NO5 | ωB97M-V with the def2-TZVPD basis set

Geometry as XYZ:
```
14
Properties=species:S:1:pos:R:3:nbo_charge:R:1
C 1.482 0.846 -1.252 -0.29
C 1.967 -0.405 -1.332 0.67
C -0.574 -0.037 0.803 0.35
C -0.041 1.219 0.496 0.22
N 0.176 -1.098 0.893 -0.39
O -0.477 -2.384 1.259 -0.66
O 1.241 1.475 0.074 -0.49
O 2.402 -1.488 -1.433 -0.51
O -1.957 0.011 0.977 -0.73
O -1.014 2.117 -0.081 -0.78
H 1.037 1.250 -2.045 0.19
H -0.071 -2.925 0.519 0.46
H -2.349 -0.762 0.651 0.47
H -1.821 2.183 0.473 0.48
```

Energy   -585.6229 hartree
Orbital gap (alpha / beta)   5.2 / 5.2 eV
Charge   -1
Maximum force   5.1 eV/Å
Energy relative to the best compared isomer or geometry (same formula, charge and spin)   6.623 eV

=====

# 10
C4H4Na2O | ωB97M-V with the def2-TZVPD basis set

Geometry as XYZ:
```
11
Properties=species:S:1:pos:R:3:nbo_charge:R:1
C 2.105 -1.270 -0.881 -0.56
C 2.934 -1.068 0.060 -0.34
O -0.783 -0.034 -0.034 -0.77
C -0.610 -1.263 0.680 -0.10
C -0.349 -1.471 -0.760 -0.03
H -1.530 -1.705 1.076 0.19
H 0.241 -1.297 1.370 0.23
H -1.152 -2.050 -1.231 0.17
H 0.046 -1.078 -1.704 0.28
Na -2.952 1.148 -0.050 0.99
Na 1.256 1.205 0.050 0.93
```

Expectation value of S²   0.76
Energy   -554.1282 hartree
Orbital gap (alpha / beta)   5.9 / 5.5 eV
Charge   +1
Spin multiplicity   2
Maximum force   3.6 eV/Å
Energy relative to the best compared isomer or geometry (same formula, charge and spin)   0.552 eV

=====

# 11
C4H4O | ωB97M-V with the def2-TZVPD basis set

Geometry as XYZ:
```
9
Properties=species:S:1:pos:R:3:nbo_charge:R:1
C -0.504 1.948 1.071 -0.18
C -0.403 0.859 0.568 -0.05
C -0.310 -0.451 -0.029 -0.06
C 0.483 -0.723 -1.228 -0.24
O 0.813 -1.253 0.321 -0.52
H -0.579 2.919 1.506 0.24
H -1.188 -1.066 0.104 0.22
H 1.576 -0.630 -0.532 0.40
H 0.112 -1.603 -1.780 0.19
```

Energy   -229.8242 hartree
Orbital gap   10.9 eV
Maximum force   2.2 eV/Å
Energy relative to the best compared isomer or geometry (same formula, charge and spin)   5.543 eV

=====

# 12
C4H4O | ωB97M-V with the def2-TZVPD basis set

Geometry as XYZ:
```
9
Properties=species:S:1:pos:R:3:nbo_charge:R:1
C 1.925 0.915 -0.057 -0.27
C 1.692 -0.209 -0.496 -0.24
C -1.481 -0.005 0.309 -0.27
C -2.201 -1.246 0.235 0.29
O -1.150 -1.185 -0.487 -0.41
H 2.289 1.855 0.390 0.25
H 1.573 -1.181 -0.990 0.26
H -1.746 0.877 -0.085 0.19
H -0.901 0.180 1.183 0.19
```

Energy   -229.8244 hartree
Orbital gap   10.5 eV
Maximum force   3.7 eV/Å
Energy relative to the best compared isomer or geometry (same formula, charge and spin)   5.539 eV

=====

# 13
C4H4O | ωB97M-V with the def2-TZVPD basis set

Geometry as XYZ:
```
9
Properties=species:S:1:pos:R:3:nbo_charge:R:1
C 0.444 1.315 -0.265 -0.57
C 0.902 0.070 -0.568 0.17
C 0.747 -1.175 -0.482 -0.32
C -0.368 -1.659 0.222 0.60
O -0.961 -2.601 0.589 -0.44
H 0.940 1.890 0.515 0.25
H -0.719 0.564 0.470 0.12
H -0.051 1.904 -1.035 0.25
H -1.014 -0.306 0.650 -0.05
```

Energy   -229.8592 hartree
Orbital gap   9.8 eV
Maximum force   1.1 eV/Å
Energy relative to the best compared isomer or geometry (same formula, charge and spin)   4.591 eV

=====

# 14
C4H4O | ωB97M-V with the def2-TZVPD basis set

Geometry as XYZ:
```
9
Properties=species:S:1:pos:R:3:nbo_charge:R:1
C 1.761 0.325 -0.275 -0.18
C 1.168 -0.610 0.240 -0.10
C -0.278 -0.915 0.274 0.51
C -1.018 0.371 -0.029 -0.70
O -0.872 -1.941 0.457 -0.50
H 2.563 0.931 -0.611 0.24
H -0.019 0.959 -0.632 0.24
H -1.259 0.837 0.952 0.24
H -2.046 0.042 -0.376 0.25
```

Energy   -229.9056 hartree
SMILES string   C#CC(C)=O
Orbital gap   10.2 eV
Maximum force   4.7 eV/Å
Energy relative to the best compared isomer or geometry (same formula, charge and spin)   3.328 eV

=====

# 15
C4H4O | ωB97M-V with the def2-TZVPD basis set

Geometry as XYZ:
```
9
Properties=species:S:1:pos:R:3:nbo_charge:R:1
C 2.486 -0.407 0.440 -0.18
C 1.386 -0.176 -0.013 -0.13
C 0.111 0.057 -0.548 0.05
C -1.856 0.321 0.155 -0.07
O -0.700 0.963 0.057 -0.44
H 3.457 -0.591 0.842 0.24
H -0.271 -0.423 -1.436 0.20
H -1.859 -0.695 0.521 0.16
H -2.751 0.897 -0.044 0.17
```

Energy   -229.8511 hartree
Orbital gap (alpha / beta)   7.8 / 8.2 eV
Maximum force   1.8 eV/Å
Energy relative to the best compared isomer or geometry (same formula, charge and spin)   4.812 eV

=====

# 16
C4H4O | ωB97M-V with the def2-TZVPD basis set

Geometry as XYZ:
```
9
Properties=species:S:1:pos:R:3:nbo_charge:R:1
C -0.545 0.775 0.775 -0.45
C 0.873 -0.700 -0.504 -0.37
C 0.491 -0.197 0.768 0.17
C 0.779 1.169 -0.006 0.23
O 1.527 0.652 1.112 -0.50
H -1.438 0.596 0.225 0.21
H -0.813 1.281 1.710 0.24
H 1.917 -0.819 -0.521 0.23
H 0.207 -1.110 -1.378 0.24
```

Energy   -229.8566 hartree
Orbital gap   11.1 eV
Maximum force   2.8 eV/Å
Energy relative to the best compared isomer or geometry (same formula, charge and spin)   4.662 eV

=====

# 17
C4H4O | ωB97M-V with the def2-TZVPD basis set

Geometry as XYZ:
```
9
Properties=species:S:1:pos:R:3:nbo_charge:R:1
C 2.297 0.187 0.206 -0.14
C 1.167 -0.152 -0.041 -0.14
C -0.191 -0.578 -0.405 0.52
C -1.332 0.255 0.127 -0.70
O -0.367 -1.553 -1.105 -0.49
H 3.299 0.498 0.422 0.24
H -2.128 0.294 -0.620 0.24
H -1.010 1.264 0.386 0.23
H -1.736 -0.216 1.030 0.25
```

Energy   -229.9781 hartree
SMILES string   C#CC(C)=O
Orbital gap   10.6 eV
Maximum force   0.6 eV/Å
Energy relative to the best compared isomer or geometry (same formula, charge and spin)   1.357 eV

=====

# 18
C4H4O | ωB97M-V with the def2-TZVPD basis set

Geometry as XYZ:
```
9
Properties=species:S:1:pos:R:3:nbo_charge:R:1
C 2.495 0.546 -0.078 -0.79
C 1.773 -0.500 -0.059 0.71
O 1.185 -1.506 0.077 -0.46
H 3.590 0.491 -0.047 0.27
H 1.963 1.493 -0.180 0.27
C -3.102 -0.315 -0.368 -0.22
C -2.409 0.043 0.525 -0.23
H -3.440 -0.782 -1.237 0.23
H -2.056 0.531 1.367 0.22
```

Energy   -229.9272 hartree
SMILES string   C=C=O.C#C
Orbital gap   10.3 eV
Maximum force   4.0 eV/Å
Energy relative to the best compared isomer or geometry (same formula, charge and spin)   2.742 eV

=====

# 19
C4H4O2 | ωB97M-V with the def2-TZVPD basis set

Geometry as XYZ:
```
10
Properties=species:S:1:pos:R:3:nbo_charge:R:1
O -0.196 2.371 0.197 -0.52
C -0.148 1.168 0.131 0.54
C -1.050 0.055 0.460 -0.66
C 0.305 -0.972 0.052 0.07
O 0.639 -0.608 -1.285 -0.45
C 1.038 0.238 -0.201 -0.05
H -1.083 -0.705 -0.353 0.33
H -2.129 0.054 0.615 0.27
H 0.539 -1.976 0.371 0.24
H 2.084 0.377 0.013 0.22
```

Energy   -305.1029 hartree
SMILES string   O=C1C[C@H]2O[C@@H]12
Orbital gap   10.4 eV
Maximum force   2.3 eV/Å
Energy relative to the best compared isomer or geometry (same formula, charge and spin)   4.805 eV

=====

# 20
C4H4O2 | ωB97M-V with the def2-TZVPD basis set

Geometry as XYZ:
```
10
Properties=species:S:1:pos:R:3:nbo_charge:R:1
O -1.267 0.215 -1.368 -0.59
C -1.574 -0.276 -0.313 0.65
O -0.828 -0.238 0.799 -0.49
C 0.435 0.394 0.652 -0.13
C 1.673 -0.972 0.607 0.03
C 1.491 -0.307 -0.459 -0.41
H -2.508 -0.817 -0.110 0.13
H 0.333 1.285 0.030 0.25
H 0.743 0.702 1.651 0.26
H 1.502 0.014 -1.491 0.28
```

Energy   -305.1392 hartree
Orbital gap   11.5 eV
Maximum force   0.6 eV/Å
Energy relative to the best compared isomer or geometry (same formula, charge and spin)   3.817 eV